Density functional theory data (ωB97M-V with the def2-TZVPD basis set) for the ion CH4NO3 with charge +1 at a distorted geometry.

Values from the calculation:
**Highest occupied orbital energy**: -17.0 eV
**E**: -320.551202 Ha
**SMILES**: [NH3+]C1(O)OO1
**Molecular weight**: 78.05 g/mol
**Charge**: +1

XYZ file:
```
9
Properties=species:S:1:pos:R:3:nbo_charge:R:1
N 1.00 0.30 -0.21 -0.731
C -0.36 -0.24 0.05 0.793
O -1.17 1.00 0.15 -0.663
O -0.66 -1.30 0.86 -0.170
O -0.67 -1.32 -0.60 -0.194
H 1.54 -0.47 0.18 0.465
H 1.30 1.27 0.22 0.517
H 1.00 0.14 -1.19 0.468
H -1.98 0.63 0.54 0.515
```

Density functional theory data (ωB97M-V with the def2-TZVPD basis set) for the molecule CH4NOP at a distorted geometry.

Values from the calculation:
**Highest occupied orbital energy**: -9.0 eV
**E**: -511.802447 Ha
**SMILES**: [H]/N=C/PO
**Molecular weight**: 77.02 g/mol

XYZ file:
```
8
Properties=species:S:1:pos:R:3:nbo_charge:R:1
H 2.63 -0.57 -0.19 0.347
N 1.72 -0.96 0.04 -0.617
C 0.75 -0.19 -0.22 -0.161
P -0.94 -1.01 -0.13 0.845
O -1.94 0.34 -0.23 -0.976
H 0.75 0.86 -0.90 0.139
H -1.01 -1.18 1.25 -0.060
H -1.58 0.95 -0.89 0.483
```

Density functional theory data (ωB97M-V with the def2-TZVPD basis set) for a cluster of 2 separate species, CH4NOPS in total at a distorted geometry.

Values from the calculation:
**Multiplicity**: 3
**Highest occupied orbital energy (alpha / beta)**: -6.2 / -8.3 eV
**E**: -909.829848 Ha
**Molecular weight**: 109.09 g/mol

XYZ file:
```
9
Properties=species:S:1:pos:R:3:nbo_charge:R:1
C 0.65 0.40 1.63 0.013
N 0.15 -0.75 -1.76 -1.018
O 0.46 1.70 1.82 -0.647
P -0.18 -1.40 -3.24 0.497
S -0.60 -0.25 -0.48 0.407
H 1.77 0.13 1.44 0.202
H -0.05 -0.16 2.10 0.154
H -0.52 1.81 1.64 0.484
H -1.68 -1.48 -3.14 -0.091
```

- What is the molecular weight in the third record?
  109.09 g/mol